(w)
Here is C5H10OS in the gas phase from the OMol25 dataset. Energies are from the ωB97M-V functional and the def2-TZVPD basis.

Results
SMILES: C=C(C)C[C@H](O)S
Charge: 0
Gap between HOMO and LUMO in eV: 10.128

Positions of all 17 atoms, in Å:
C: -0.03 -1.80 -0.75
C: 0.51 -0.95 0.09
C: 1.96 -0.86 0.29
C: -0.35 0.12 0.76
C: -1.00 1.12 -0.24
O: -0.15 2.17 -0.62
S: -2.72 1.55 0.55
H: 0.72 -2.35 -1.24
H: -1.05 -1.74 -1.08
H: 2.56 -0.65 1.20
H: 2.28 -0.01 -0.37
H: 2.58 -1.76 -0.03
H: 0.26 0.66 1.47
H: -1.05 -0.38 1.40
H: -1.27 0.54 -1.16
H: 0.20 2.41 0.24
H: -3.46 1.93 -0.50


(x)
Here is C5H10OS in the gas phase from the OMol25 dataset. Energies are from the ωB97M-V functional and the def2-TZVPD basis.

Results
Charge: 0
Gap between HOMO and LUMO in eV: 8.756

Positions of all 17 atoms, in Å:
C: -1.02 1.37 -0.49
C: 0.22 0.50 -0.42
C: -0.21 -0.72 0.39
C: 1.47 1.16 0.27
C: 0.23 -2.17 -0.07
O: -3.09 -0.05 0.76
S: -2.26 -0.15 -0.40
H: -1.40 1.97 0.36
H: -1.02 1.94 -1.48
H: 0.61 0.30 -1.47
H: -0.09 -0.68 1.51
H: 2.01 1.89 -0.39
H: 2.13 0.31 0.35
H: 1.29 1.64 1.25
H: 1.33 -2.18 0.06
H: -0.07 -2.34 -1.04
H: -0.15 -2.79 0.81


(y)
Here is C5H10OS in the gas phase from the OMol25 dataset. Energies are from the ωB97M-V functional and the def2-TZVPD basis.

Results
SMILES: CO/C(C)=C\SC
Charge: 0
Gap between HOMO and LUMO in eV: 8.758

Positions of all 17 atoms, in Å:
C: -2.04 1.55 -0.07
O: -1.08 0.71 -0.62
C: -0.87 -0.51 -0.03
C: -2.03 -1.42 0.43
C: 0.36 -1.09 -0.07
S: 1.96 -0.35 -0.39
C: 1.99 1.06 0.76
H: -1.98 2.59 -0.46
H: -3.10 1.25 -0.32
H: -1.88 1.57 1.03
H: -2.29 -2.12 -0.42
H: -1.61 -2.06 1.25
H: -2.87 -0.86 0.91
H: 0.44 -2.12 0.16
H: 0.97 1.53 0.71
H: 2.76 1.79 0.33
H: 2.34 0.77 1.81


Stability comparison, relative energies in kcal/mol: (w) 0.0; (x) 29.0; (y) 2.0


(w)
Here is C25H30N4O2 in the gas phase from the OMol25 dataset. Energies are from the ωB97M-V functional and the def2-TZVPD basis.

Results
SMILES: COc1ccccc1C(=O)Nc1ccnn1C1CCN(CCCc2ccccc2)CC1
Charge: 0
Gap between HOMO and LUMO in eV: 8.643

Positions of all 61 atoms, in Å:
C: 3.20 -1.48 -1.32
O: 2.22 -2.44 -1.01
C: 2.58 -3.76 -0.94
C: 3.90 -4.18 -1.05
C: 4.22 -5.53 -0.99
C: 3.23 -6.48 -0.82
C: 1.92 -6.07 -0.72
C: 1.56 -4.72 -0.77
C: 0.09 -4.46 -0.65
O: -0.72 -5.35 -0.81
N: -0.26 -3.19 -0.33
C: -1.56 -2.73 -0.18
C: -2.77 -3.37 -0.32
C: -3.72 -2.37 -0.05
N: -3.14 -1.22 0.23
N: -1.82 -1.45 0.17
C: -0.88 -0.37 0.37
C: -0.53 0.30 -0.97
C: 0.39 1.51 -0.72
N: -0.16 2.48 0.21
C: -1.21 3.33 -0.34
C: -0.64 4.43 -1.24
C: 0.42 5.27 -0.51
C: -0.17 5.99 0.67
C: 0.06 5.53 1.96
C: -0.51 6.17 3.05
C: -1.32 7.28 2.85
C: -1.55 7.74 1.57
C: -0.98 7.10 0.49
C: -0.49 1.85 1.46
C: -1.47 0.67 1.32
H: 3.69 -1.71 -2.28
H: 2.67 -0.53 -1.41
H: 3.96 -1.40 -0.54
H: 4.69 -3.46 -1.18
H: 5.26 -5.82 -1.07
H: 3.48 -7.53 -0.78
H: 1.12 -6.79 -0.61
H: 0.48 -2.50 -0.26
H: -2.93 -4.40 -0.58
H: -4.79 -2.45 -0.06
H: 0.03 -0.78 0.82
H: -1.46 0.63 -1.44
H: -0.04 -0.41 -1.63
H: 1.33 1.16 -0.29
H: 0.61 2.01 -1.66
H: -1.72 3.80 0.50
H: -1.96 2.76 -0.91
H: -0.19 3.99 -2.13
H: -1.46 5.07 -1.56
H: 1.22 4.60 -0.18
H: 0.83 5.99 -1.22
H: 0.69 4.67 2.11
H: -0.32 5.81 4.05
H: -1.76 7.78 3.70
H: -2.17 8.61 1.41
H: -1.16 7.47 -0.51
H: 0.45 1.48 1.90
H: -0.91 2.60 2.14
H: -2.42 1.02 0.92
H: -1.66 0.22 2.30


(x)
Here is C25H30N4O2 in the gas phase from the OMol25 dataset. Energies are from the ωB97M-V functional and the def2-TZVPD basis.

Results
SMILES: Cc1ccc2cc(CN(CCN3CCCC3)C(=O)Nc3ccccc3)c(=O)[nH]c2c1C
Charge: 0
Gap between HOMO and LUMO in eV: 8.217

Positions of all 61 atoms, in Å:
C: 4.41 0.34 4.51
C: 3.60 0.68 3.29
C: 2.94 1.92 3.25
C: 2.18 2.28 2.18
C: 2.03 1.42 1.09
C: 1.18 1.70 -0.02
C: 1.00 0.81 -1.02
C: -0.03 1.02 -2.10
N: -1.33 1.29 -1.50
C: -2.20 2.24 -2.15
C: -2.69 1.70 -3.50
N: -3.13 0.33 -3.36
C: -4.38 0.15 -2.64
C: -4.72 -1.32 -2.89
C: -4.02 -1.66 -4.22
C: -3.32 -0.36 -4.62
C: -1.78 0.60 -0.42
O: -2.70 0.99 0.27
N: -1.10 -0.59 -0.19
C: -0.65 -1.07 1.03
C: -0.78 -0.33 2.20
C: -0.22 -0.80 3.38
C: 0.46 -2.01 3.40
C: 0.57 -2.76 2.24
C: 0.02 -2.29 1.06
C: 1.73 -0.46 -1.03
O: 1.61 -1.32 -1.89
N: 2.56 -0.66 0.05
C: 2.70 0.18 1.12
C: 3.49 -0.19 2.22
C: 4.16 -1.54 2.21
H: 5.45 0.17 4.25
H: 4.02 -0.55 4.99
H: 4.37 1.16 5.23
H: 3.04 2.59 4.09
H: 1.66 3.23 2.16
H: 0.63 2.63 -0.01
H: -0.05 0.13 -2.75
H: 0.23 1.88 -2.71
H: -3.04 2.41 -1.47
H: -1.67 3.19 -2.30
H: -3.49 2.37 -3.88
H: -1.87 1.71 -4.22
H: -4.25 0.37 -1.59
H: -5.17 0.80 -3.05
H: -5.79 -1.48 -2.94
H: -4.32 -1.94 -2.09
H: -4.73 -1.98 -4.99
H: -3.29 -2.46 -4.08
H: -2.36 -0.53 -5.11
H: -3.96 0.22 -5.31
H: -0.75 -1.08 -1.00
H: -1.31 0.60 2.19
H: -0.31 -0.22 4.28
H: 0.90 -2.37 4.32
H: 1.08 -3.71 2.25
H: 0.13 -2.86 0.15
H: 3.02 -1.56 0.07
H: 4.83 -1.62 1.35
H: 4.75 -1.70 3.11
H: 3.41 -2.33 2.15


Stability comparison, relative energies in kcal/mol: (w) 43.0; (x) 0.0


(w)
Here is 2 unconnected molecules or ions with the total composition C3H3O4S from the OMol25 dataset. Energies are from the ωB97M-V functional and the def2-TZVPD basis.

Results
Charge: -1
Gap between HOMO and LUMO in eV: 9.353

Positions of all 11 atoms, in Å:
C: -0.34 -1.72 -1.00
C: 0.69 -1.16 -0.63
C: -1.64 0.92 0.46
O: 1.38 -0.03 1.59
O: 1.10 1.35 -0.36
O: 3.06 -0.09 -0.19
O: -2.79 0.78 0.78
S: 1.69 0.09 0.18
H: -1.09 -2.26 -1.48
H: -0.72 0.54 1.06
H: -1.34 1.59 -0.40


(x)
Here is a gas-phase ion, C3H3O4S (charge -1) from the OMol25 dataset. Energies are from the ωB97M-V functional and the def2-TZVPD basis.

Results
Charge: -1
Gap between HOMO and LUMO in eV: 7.279

Positions of all 11 atoms, in Å:
C: -0.05 0.07 -0.23
C: 0.61 1.11 0.12
C: -1.17 0.08 -1.28
O: 1.86 0.03 1.12
O: 0.20 -1.24 0.20
O: 0.88 2.28 0.26
O: 0.57 -1.33 2.82
S: 1.30 -1.35 1.55
H: -1.88 -0.65 -1.05
H: -1.73 1.00 -1.15
H: -0.60 0.01 -2.37


Stability comparison, relative energies in kcal/mol: (w) 16.5; (x) 0.0


(w)
Here is 2 unconnected molecules or ions with the total composition CClFO from the OMol25 dataset. Energies are from the ωB97M-V functional and the def2-TZVPD basis.

Results
Charge: 0
Gap between HOMO and LUMO in eV: 12.089

Positions of all 4 atoms, in Å:
C: 0.04 0.28 -0.02
O: 0.71 1.21 0.02
F: 0.82 -1.37 0.01
Cl: -1.58 -0.12 -0.01


(x)
Here is CClFO in the gas phase from the OMol25 dataset. Energies are from the ωB97M-V functional and the def2-TZVPD basis.

Results
Charge: 0
Gap between HOMO and LUMO in eV: 8.819

Positions of all 4 atoms, in Å:
C: -0.80 -0.85 -0.32
O: 1.04 1.00 0.68
F: 0.27 -1.03 -0.68
Cl: -0.51 0.88 0.31


Stability comparison, relative energies in kcal/mol: (w) 0.0; (x) 130.8